Record 1
{
  "formula": "C54H46CdN7OP2S5",
  "method": "the ωB97M-V functional and the def2-TZVPD basis",
  "elements": ["Cd", "C", "C", "P", "C", "C", "C", "C", "C", "C", "C", "C", "C", "C", "C", "C", "C", "P", "C", "C", "C", "C", "C", "C", "C", "C", "C", "C", "C", "C", "H", "H", "H", "H", "H", "H", "H", "H", "H", "H", "H", "H", "H", "H", "H", "H", "H", "H", "H", "H", "H", "H", "H", "H", "H", "H", "S", "N", "C", "C", "C", "C", "C", "N", "C", "C", "N", "C", "C", "C", "C", "C", "N", "H", "H", "H", "H", "H", "H", "N", "C", "H", "O", "C", "C", "C", "C", "C", "S", "C", "C", "C", "C", "S", "C", "C", "C", "C", "S", "H", "H", "H", "H", "H", "H", "H", "H", "H", "N", "C", "N", "S", "H", "H", "H", "H"],
  "positions_angstrom": [[-0.06153, 0.22714, -0.03751], [0.73894, 0.16039, 4.08493], [-0.39553, -0.83586, 3.76823], [-1.31205, -0.77853, 2.15872], [-2.11106, -2.43004, 2.33184], [-1.27540, -3.54840, 2.31908], [-1.79209, -4.82947, 2.43760], [-3.15943, -5.01349, 2.58399], [-3.99713, -3.90888, 2.62237], [-3.47958, -2.62539, 2.49601], [-2.73104, 0.33053, 2.43357], [-3.60045, 0.49943, 1.35121], [-4.76117, 1.24295, 1.49620], [-5.05303, 1.84550, 2.71337], [-4.17104, 1.71731, 3.77761], [-3.01247, 0.96169, 3.63956], [2.11773, -0.38938, 3.69199], [2.49224, -0.32737, 1.87024], [3.54586, 1.19243, 1.84388], [4.92426, 1.17097, 2.05471], [5.65120, 2.35321, 2.08938], [5.01644, 3.57646, 1.92002], [3.64628, 3.61117, 1.70768], [2.92423, 2.42643, 1.66273], [3.81380, -1.59475, 1.71717], [4.46469, -2.18647, 2.80003], [5.49724, -3.09359, 2.59558], [5.90019, -3.42129, 1.30862], [5.25723, -2.84322, 0.22232], [4.22237, -1.94390, 0.42997], [0.74956, 0.31297, 5.16577], [0.56165, 1.13696, 3.63648], [-1.17585, -0.79655, 4.52767], [0.01305, -1.84508, 3.82036], [-0.20100, -3.42086, 2.21621], [-1.12634, -5.68444, 2.42093], [-3.56819, -6.01174, 2.68071], [-5.06381, -4.04240, 2.76362], [-4.15016, -1.77788, 2.53689], [-3.36167, 0.03732, 0.39499], [-5.42756, 1.36999, 0.65023], [-5.95707, 2.43269, 2.82598], [-4.38643, 2.19933, 4.72367], [-2.32865, 0.89182, 4.47706], [2.15539, -1.43796, 3.99788], [2.91003, 0.14329, 4.21653], [5.44176, 0.22863, 2.18664], [6.72154, 2.31888, 2.25377], [5.58931, 4.49473, 1.95052], [3.14025, 4.56080, 1.56926], [1.86316, 2.45910, 1.47863], [4.18409, -1.93960, 3.81544], [5.99097, -3.54301, 3.44875], [6.71594, -4.11665, 1.15450], [5.56674, -3.09158, -0.78722], [3.73448, -1.49019, -0.42245], [4.71744, -2.54885, -5.50691], [3.69856, -3.32307, -4.53041], [3.16200, -2.40389, -3.75218], [2.18019, -2.64900, -2.71510], [1.69358, -3.92497, -2.41765], [0.78703, -4.07306, -1.39764], [0.36052, -2.93673, -0.71863], [0.79776, -1.71879, -1.00171], [1.71639, -1.55830, -1.97575], [2.25965, -0.20013, -2.20466], [1.84141, 0.78357, -1.39335], [2.26365, 2.02074, -1.60767], [3.17537, 2.34376, -2.60846], [3.65014, 1.34168, -3.41757], [3.18809, 0.03824, -3.22233], [3.64266, -1.08822, -4.01192], [4.53172, -1.03831, -4.98392], [2.05290, -4.76968, -2.99461], [0.39077, -5.04366, -1.12963], [-0.36917, -3.01549, 0.07464], [1.84580, 2.78504, -0.96881], [3.49082, 3.37038, -2.73905], [4.36474, 1.53814, -4.20783], [-0.85057, 3.37926, 1.87478], [-0.52341, 2.28712, 1.68904], [-1.24087, 4.31275, 1.86595], [-0.72225, 1.89268, -1.12604], [-1.67543, 2.58853, -1.84726], [-2.94713, 1.76003, -2.11973], [-2.93059, 0.46674, -2.54472], [-4.20989, -0.03091, -2.91459], [-5.18784, 0.90276, -2.78127], [-4.55788, 2.38337, -2.19656], [-1.91355, 3.94422, -1.14863], [-1.01142, 4.97049, -1.15001], [-1.34256, 6.02874, -0.26005], [-2.50936, 5.79804, 0.40655], [-3.19932, 4.29869, -0.05457], [-1.11113, 2.85375, -3.26478], [-0.22443, 2.07865, -3.94346], [-0.02581, 2.49372, -5.29389], [-0.77769, 3.57719, -5.61825], [-1.72641, 4.09977, -4.28876], [-2.01715, -0.11059, -2.61460], [-4.38247, -1.03675, -3.27661], [-6.24390, 0.81461, -2.99442], [-0.12060, 4.95717, -1.76512], [-0.75499, 6.93167, -0.14886], [-3.03148, 6.44114, 1.10188], [0.24909, 1.21393, -3.50014], [0.64840, 2.00283, -5.98557], [-0.82663, 4.10825, -6.55807], [-5.44509, -2.58531, -0.89323], [-4.35900, -2.92594, -1.60478], [-4.58138, -3.57301, -2.76204], [-2.81078, -2.55797, -1.08033], [-6.38105, -2.80664, -1.18446], [-5.30256, -2.10441, -0.02390], [-5.49906, -3.86301, -3.05305], [-3.78669, -3.85511, -3.30329]],
  "forces_ev_per_a": [[-0.1048, -0.0626, 0.3926], [0.0000, -0.1871, -0.1116], [0.2130, 0.3151, -0.1231], [-0.3290, -0.2355, 0.2424], [0.1529, -0.0803, -0.0557], [-0.0347, 0.0052, -0.0073], [0.0543, -0.0149, -0.0143], [-0.0385, 0.0193, -0.0073], [-0.0011, 0.0416, 0.0117], [0.0528, -0.0045, 0.0126], [0.0226, 0.0293, -0.1621], [0.1226, -0.0246, 0.0079], [-0.0295, 0.0318, -0.0886], [0.0364, 0.0439, 0.0455], [-0.0060, -0.0055, -0.0022], [-0.0059, 0.0402, 0.0332], [-0.2027, -0.0437, -0.1352], [0.4146, 0.2796, 0.2789], [-0.0662, 0.0076, -0.0351], [0.0254, -0.0204, -0.0157], [0.0227, 0.0104, 0.0097], [0.0086, -0.0318, 0.0104], [-0.0167, 0.0268, -0.0212], [0.1030, -0.0466, -0.0151], [-0.1584, -0.1358, -0.0142], [-0.0409, -0.0288, -0.0355], [-0.0104, -0.0128, -0.0010], [-0.0150, 0.0377, 0.0151], [0.0484, -0.0199, -0.0196], [-0.0023, -0.0044, 0.0027], [-0.0418, 0.0262, 0.0123], [-0.0074, 0.0426, -0.0102], [-0.0161, -0.0432, 0.0663], [-0.0489, -0.0543, -0.0031], [-0.0200, -0.0337, 0.0169], [-0.0205, 0.0408, 0.0082], [0.0192, 0.0372, -0.0039], [0.0541, 0.0051, -0.0206], [-0.0080, 0.0301, -0.0054], [-0.0768, 0.0372, 0.0073], [0.0537, -0.0136, 0.0308], [0.0434, -0.0401, -0.0025], [0.0168, -0.0005, -0.0434], [-0.0613, -0.0371, -0.0122], [0.0493, 0.0130, 0.0293], [0.0322, -0.0071, 0.0656], [-0.0041, 0.0468, 0.0015], [-0.0354, -0.0111, -0.0148], [-0.0194, -0.0183, 0.0008], [0.0126, -0.0688, 0.0105], [-0.1775, 0.0394, -0.0046], [0.0241, 0.0073, -0.0166], [-0.0082, 0.0304, -0.0289], [-0.0480, 0.0032, 0.0004], [-0.0331, 0.0205, 0.0529], [0.0120, 0.0252, -0.0289], [0.2829, -0.1680, -0.3223], [0.0393, -0.0015, -0.0925], [-0.0694, 0.3191, 0.1456], [-0.0507, 0.0541, 0.0650], [0.0978, -0.0203, -0.0884], [0.0254, -0.1138, -0.0207], [0.0110, 0.1219, -0.0074], [0.0887, -0.0114, -0.2714], [0.0030, -0.0065, 0.1376], [-0.0088, 0.0177, 0.0917], [-0.0201, -0.0723, -0.1736], [-0.0659, -0.1332, 0.0715], [0.0232, 0.1049, -0.0049], [0.0600, -0.0563, -0.0725], [-0.0411, 0.0075, 0.0137], [-0.2348, -0.1490, 0.2729], [0.0243, -0.0506, -0.0819], [-0.0340, 0.0408, 0.0508], [-0.0038, 0.0652, 0.0049], [-0.0374, 0.0193, -0.0524], [-0.0349, 0.0133, 0.0362], [-0.0175, -0.0435, 0.0120], [-0.0246, -0.0188, 0.0373], [-0.1068, 0.2915, 0.1107], [0.1896, 0.0098, -0.0526], [0.0889, -0.1304, -0.0973], [-0.3997, 0.1531, -0.2878], [0.1946, -0.0824, -0.1701], [-0.0497, 0.1996, 0.1423], [0.0780, -0.0421, 0.0881], [0.0432, -0.0511, -0.0633], [-0.0459, 0.0754, 0.0346], [0.1197, 0.0794, -0.0422], [-0.0726, -0.1754, 0.0344], [0.0930, 0.0363, 0.0757], [0.1154, 0.0030, -0.1148], [-0.1044, -0.1068, 0.0862], [-0.0366, -0.1201, -0.0812], [-0.2188, 0.2553, 0.0866], [0.1328, -0.0761, -0.0628], [0.0715, -0.0984, 0.0545], [-0.1052, 0.0763, 0.0084], [0.0502, -0.0588, 0.0451], [-0.0690, 0.0373, -0.0341], [0.0213, 0.1801, -0.0216], [0.0952, -0.0198, 0.0240], [-0.0499, -0.0063, 0.0203], [-0.0476, -0.0696, 0.0108], [0.0588, -0.0177, -0.0978], [0.0015, 0.0311, 0.0252], [-0.0524, 0.0448, 0.0505], [0.0371, -0.0557, 0.0793], [0.0395, -0.0144, 0.0258], [0.0370, -0.0952, 0.2274], [-0.0570, 0.0102, -0.0118], [-0.0130, -0.1916, -0.1175], [-0.0152, 0.0227, -0.0150], [-0.0094, 0.0298, 0.0254], [0.0031, -0.0036, -0.0089], [0.0645, -0.0453, -0.0333]],
  "relative_energy_kcal_mol": 18.41,
  "energy_ev": -146537.59386,
  "lumo_energy_ev": -2.7135,
  "charge": 1
}



Record 2
{
  "formula": "C54H46I2N8O5S3Ti",
  "method": "the ωB97M-V functional and the def2-TZVPD basis",
  "elements": ["Ti", "I", "C", "C", "C", "I", "C", "O", "C", "C", "N", "C", "C", "C", "C", "C", "C", "N", "C", "H", "H", "H", "H", "H", "H", "H", "H", "H", "H", "H", "C", "O", "C", "N", "C", "C", "C", "C", "C", "C", "C", "C", "C", "C", "C", "C", "N", "C", "N", "C", "C", "O", "C", "C", "C", "C", "C", "C", "H", "H", "H", "H", "H", "H", "H", "H", "H", "H", "H", "H", "H", "H", "H", "H", "H", "H", "H", "C", "N", "C", "C", "C", "N", "C", "O", "N", "H", "H", "H", "H", "H", "H", "H", "O", "C", "C", "C", "C", "C", "S", "C", "C", "C", "C", "S", "C", "C", "C", "C", "S", "H", "H", "H", "H", "H", "H", "H", "H", "H"],
  "positions_angstrom": [[-0.87670, 0.21894, -0.12734], [0.67345, 5.81146, 4.98649], [-0.02049, 4.22365, 3.79067], [-1.24077, 3.63264, 4.07314], [-1.66887, 2.58906, 3.27882], [-3.47455, 1.61075, 3.73952], [-0.94616, 2.11448, 2.15364], [-1.43466, 1.15539, 1.42253], [0.29849, 2.74696, 1.91473], [1.11060, 2.37266, 0.70365], [1.02174, 0.95354, 0.36730], [1.80255, 0.09584, 1.24691], [1.45613, -1.33356, 0.96234], [2.17058, -2.38118, 1.51479], [1.75696, -3.68061, 1.27722], [0.67438, -3.87361, 0.42707], [0.03945, -2.77342, -0.10938], [0.38881, -1.51225, 0.17087], [0.74675, 3.77176, 2.73321], [-1.84551, 3.97576, 4.90071], [2.15491, 2.66994, 0.85861], [0.73698, 2.91961, -0.15830], [1.37146, 0.85132, -0.59736], [1.55220, 0.32118, 2.28462], [2.88060, 0.25234, 1.11819], [3.02259, -2.17592, 2.14784], [2.26015, -4.51896, 1.74060], [0.31613, -4.86513, 0.18693], [-0.78550, -2.90565, -0.79631], [1.70624, 4.23125, 2.52554], [-1.94202, -0.71263, -4.27711], [-2.86391, -1.22977, -3.32187], [-2.27489, -1.12494, -2.10568], [-1.01693, -0.72938, -2.10138], [-0.62604, -0.47823, -3.48393], [0.43129, -1.39669, -4.05410], [1.31645, -0.90080, -5.00579], [2.18188, -1.75270, -5.67685], [2.16983, -3.11311, -5.40268], [1.29816, -3.61260, -4.44428], [0.43548, -2.75791, -3.77222], [-2.96644, -1.45125, -0.93137], [-4.17846, -2.14927, -0.92862], [-4.71360, -2.58176, 0.25357], [-3.96160, -2.40733, 1.42700], [-2.76628, -1.72618, 1.42102], [-2.28526, -1.10330, 0.25133], [-2.05832, -1.70154, 2.69661], [-0.91714, -1.20240, 2.98383], [-0.83006, -1.17347, 4.45276], [-1.90996, -2.17024, 4.88807], [-2.73891, -2.28278, 3.73499], [0.54694, -1.36188, 5.03268], [1.16737, -2.60175, 5.12487], [2.43944, -2.71653, 5.66874], [3.11366, -1.59167, 6.12104], [2.50259, -0.34793, 6.03685], [1.23020, -0.23801, 5.49644], [-2.33892, 0.21090, -4.70620], [-1.81714, -1.45478, -5.06542], [-0.28627, 0.55476, -3.56596], [1.31010, 0.16147, -5.23054], [2.85852, -1.35404, -6.42303], [2.83185, -3.78215, -5.93895], [1.27507, -4.67506, -4.23206], [-0.25884, -3.15058, -3.03885], [-4.66533, -2.32925, -1.87824], [-5.65935, -3.10505, 0.27371], [-4.30612, -2.80775, 2.36826], [-1.14664, -0.16769, 4.75318], [-2.50926, -1.80840, 5.72128], [-1.50353, -3.15688, 5.12989], [0.65792, -3.48855, 4.76613], [2.90760, -3.69175, 5.73142], [4.10488, -1.68705, 6.54578], [3.01301, 0.53882, 6.39112], [0.76162, 0.73896, 5.42992], [3.97137, 2.61875, -3.80362], [3.86490, 1.24578, -3.33698], [4.75428, 0.30050, -3.72043], [4.68416, -0.95990, -3.23694], [3.65958, -1.23005, -2.28962], [2.79108, -0.31444, -1.91128], [2.81983, 0.92221, -2.45511], [1.99714, 1.78966, -2.15244], [3.58748, -2.43486, -1.67780], [4.97912, 2.79420, -4.17461], [3.75277, 3.29092, -2.97777], [3.24555, 2.81515, -4.59003], [5.51568, 0.61659, -4.41991], [5.38746, -1.72076, -3.53860], [3.97469, -3.22666, -2.16135], [2.74682, -2.59891, -1.14205], [-1.32129, 1.64950, -1.08835], [-1.86491, 2.74763, -1.78551], [-2.58873, 3.74389, -0.86503], [-2.73325, 5.09396, -1.00776], [-3.61166, 5.66258, -0.04687], [-4.13600, 4.72987, 0.78928], [-3.56318, 3.15700, 0.42245], [-0.75326, 3.51079, -2.50533], [0.03410, 4.48128, -1.95869], [1.00403, 5.00061, -2.85380], [0.94499, 4.41063, -4.07490], [-0.26174, 3.19883, -4.13187], [-2.99415, 2.26360, -2.71322], [-3.95347, 1.36845, -2.35044], [-4.96671, 1.19714, -3.32908], [-4.78150, 1.99541, -4.41009], [-3.36678, 2.95442, -4.25495], [-2.24274, 5.67093, -1.77737], [-3.83510, 6.71884, 0.00108], [-4.81800, 4.87859, 1.61146], [-0.09878, 4.85192, -0.95268], [1.69939, 5.78670, -2.59451], [1.53070, 4.62514, -4.95501], [-3.94631, 0.86120, -1.39733], [-5.79465, 0.51103, -3.22246], [-5.38502, 2.08947, -5.29878]],
  "forces_ev_per_a": [[-1.5828, -1.8634, -0.2847], [-0.0859, -0.2078, -0.1481], [0.1239, 0.2540, 0.1881], [0.0348, 0.0007, 0.0372], [-0.1995, -0.4743, -0.2385], [0.2044, 0.1547, 0.0102], [0.0780, 0.4762, 0.6458], [0.0798, 0.3161, 1.1552], [-0.2046, -0.2542, -0.1199], [-0.1116, 0.2839, 0.1658], [0.7009, 0.0877, -0.0618], [0.1066, -0.1569, 0.0517], [-0.2089, 0.2063, -0.0636], [0.1106, -0.2838, 0.1659], [-0.0910, 0.2833, -0.0503], [0.1194, -0.1099, 0.0218], [-0.1559, -0.0453, -0.2454], [1.2728, -0.7269, 0.5948], [0.0216, 0.0297, 0.0215], [0.0005, -0.0326, 0.0092], [-0.0016, -0.0492, -0.0372], [0.0881, -0.0647, -0.1061], [0.1968, 0.1924, 0.1701], [-0.1007, 0.0179, 0.0968], [-0.0369, 0.0463, -0.0152], [0.0097, 0.0517, 0.0558], [0.0426, 0.0032, -0.0272], [-0.0100, 0.0158, -0.0174], [-0.1141, 0.1285, 0.1179], [-0.0016, -0.0065, -0.0085], [0.1268, 0.2584, -0.1318], [-0.1224, -0.1225, 0.1884], [0.0243, -0.5628, -0.0729], [-0.0775, -0.3284, -0.2792], [-0.0958, -0.0939, 0.0915], [0.0784, 0.1300, 0.1087], [-0.0073, -0.0340, 0.0331], [0.0335, 0.0243, -0.0043], [0.1046, -0.0314, -0.0128], [-0.0260, 0.0113, 0.0596], [0.0502, -0.0212, 0.0228], [-0.0109, -0.4486, -0.4788], [-0.0905, 0.3706, 0.1291], [-0.5332, -0.1753, -0.4637], [0.6168, 0.3975, 0.0574], [-0.5828, -0.6729, -0.0410], [0.1946, 0.8097, 0.6249], [0.4785, 0.1283, 0.0190], [0.1485, 0.0765, -0.1882], [-0.1680, 0.1264, -0.0184], [0.2761, -0.0129, 0.0385], [-0.3195, 0.1733, 0.0567], [0.0632, 0.1283, -0.0614], [0.0144, -0.0410, -0.0481], [0.0092, -0.0849, -0.0995], [-0.0031, 0.0329, 0.0415], [0.0596, -0.0377, -0.0384], [0.0029, -0.0221, -0.0423], [-0.0796, -0.0151, 0.0852], [-0.0109, 0.0343, -0.0094], [0.0354, 0.0171, -0.1139], [-0.0044, 0.0015, 0.0081], [0.0094, -0.0184, -0.0022], [-0.0084, 0.0084, 0.0088], [0.0171, 0.0085, -0.0014], [-0.0170, 0.0160, -0.0008], [-0.0008, -0.0136, -0.0210], [0.0282, -0.0261, 0.0302], [-0.0057, -0.0653, -0.0970], [-0.0378, 0.0147, -0.0302], [-0.0151, -0.0274, -0.0031], [-0.0319, 0.0155, -0.0043], [-0.0001, 0.0004, -0.0112], [0.0008, 0.0171, 0.0264], [-0.0032, 0.0095, 0.0014], [0.0109, -0.0155, 0.0047], [-0.0463, -0.0438, -0.0140], [-0.0869, 0.0963, -0.0154], [0.0102, -0.1423, -0.0153], [-0.1617, -0.1730, 0.1904], [0.2417, -0.0265, -0.2778], [-0.2857, 0.2451, 0.2757], [0.1071, -0.3483, -0.0265], [-0.0948, 0.6193, 0.2574], [0.4371, -0.2763, -0.3681], [-0.0523, -0.0475, -0.1697], [-0.0056, -0.0371, -0.0006], [0.0001, 0.0069, -0.0098], [-0.0264, 0.0104, -0.0224], [0.0073, -0.0006, -0.0101], [0.0234, 0.0361, -0.0222], [0.0314, -0.0468, 0.0637], [0.0180, -0.0536, -0.0337], [-0.8393, 2.3178, -1.2657], [-0.1586, 0.0518, -0.1822], [0.1491, -0.2281, 0.2035], [0.0164, 0.0118, 0.0000], [-0.0276, 0.0736, -0.1022], [-0.0361, -0.1814, 0.0043], [0.0576, 0.1980, 0.0756], [0.0044, -0.2411, -0.0246], [0.0427, 0.0608, -0.0353], [0.0423, 0.0346, 0.0708], [-0.0399, -0.2239, -0.1120], [0.0737, 0.2255, 0.1221], [0.2318, -0.0926, -0.1381], [0.0822, 0.0687, -0.0328], [-0.0803, -0.0311, 0.0662], [0.1036, 0.2019, -0.0999], [-0.1163, -0.1066, 0.1219], [-0.0151, -0.0246, 0.0021], [-0.0181, -0.0133, 0.0525], [0.0301, -0.0137, 0.0158], [-0.0174, -0.0435, 0.0070], [-0.0229, 0.0208, -0.0321], [0.0140, 0.0145, 0.0218], [0.0073, -0.0424, -0.0011], [0.0083, -0.0019, -0.0035], [-0.0251, -0.0661, 0.0196]],
  "energy_ev": -150729.02600,
  "lumo_energy_ev": [0.2070, 0.2070],
  "charge": 0
}



- Number 1 is which compound?
  C54H46CdN7OP2S5